This record from the Open Molecules 2025 dataset describes a structure of composition C32H24ClF3N5O16P2S2W. The level of theory is ωB97M-V with the def2-TZVPD basis set.

Calculated values
Calculated total energy = -136534.6149 eV
HOMO energy = -11.6 eV
Energy relative to the best compared isomer or geometry (same formula, charge and spin) = 100.0 kJ/mol
Max |F| = 0.24 eV/Å
Net charge = +1

```
86
C32H24ClF3N5O16P2S2W, DFT ωB97M-V with the def2-TZVPD basis set
W -0.8382 0.3307 -0.6784
O 2.7974 -5.3306 -4.5978
N 1.7002 -5.1410 -4.1286
O 0.7298 -5.8543 -4.2838
C 1.5388 -3.9586 -3.2565
C 2.6302 -3.5637 -2.5752
C 2.5562 -2.4681 -1.6678
C 3.6518 -2.0511 -0.8857
C 3.4772 -1.0262 -0.0080
C 2.2366 -0.3736 0.0564
N 1.2142 -0.7129 -0.7083
C 1.3526 -1.7855 -1.5277
C 0.2003 -2.2181 -2.2456
N -0.9418 -1.5160 -2.0275
C -2.0233 -1.8492 -2.7100
C -2.0333 -2.8926 -3.6335
C -0.9010 -3.6254 -3.8499
C 0.2664 -3.3027 -3.1273
H 3.5642 -4.0907 -2.7148
H 4.6015 -2.5627 -0.9760
H 4.2722 -0.6883 0.6403
H 2.0748 0.4097 0.7680
H -2.9184 -1.2780 -2.5291
H -2.9458 -3.1060 -4.1705
H -0.8969 -4.4373 -4.5584
C 2.0364 1.6819 6.7054
C 1.3957 1.8157 5.3543
C 2.1690 1.9857 4.2092
C 1.5822 2.1197 2.9623
C 0.1995 2.0916 2.8805
C -0.6061 1.9367 4.0016
C 0.0060 1.7906 5.2315
S -0.5949 2.3114 1.3520
O -1.5829 1.1931 1.1474
O -1.1396 3.6198 1.2697
N 0.3930 1.7959 0.1697
C 1.2955 2.6925 -0.5176
C 0.9608 4.0190 -0.7600
C 1.9091 4.8130 -1.3858
C 3.1161 4.2586 -1.7787
C 3.3219 2.9108 -1.5336
N 2.4365 2.1472 -0.9013
H 3.1057 1.4970 6.6228
H 1.5859 0.8670 7.2717
H 1.8965 2.5971 7.2833
H 3.2481 2.0103 4.2920
H 2.1972 2.2508 2.0811
H -1.6853 1.9158 3.9150
H -0.6065 1.6568 6.1142
H -0.0037 4.4212 -0.4938
H 1.6869 5.8531 -1.5833
H 3.8708 4.8475 -2.2799
H 4.2316 2.4166 -1.8537
O -5.0394 -0.0736 -1.5697
P -4.1331 0.3861 -0.3675
O -4.5254 -0.1145 0.9314
O -2.6731 -0.1113 -0.8428
O -4.0142 1.9669 -0.5106
P -3.0461 2.7024 -1.5812
O -3.5323 1.9768 -2.9338
O -3.1576 4.1465 -1.6097
O -1.6570 2.0926 -1.2663
H -4.9440 0.4969 -2.3501
H -3.6812 2.6196 -3.6405
Cl -3.8833 -4.9023 5.1158
C -2.8817 -3.8635 4.1688
C -3.3977 -3.2802 3.0213
C -2.5887 -2.4536 2.2619
C -1.2788 -2.2069 2.6621
C -0.7781 -2.7851 3.8280
C -1.5752 -3.6239 4.5802
C -0.4032 -1.2921 1.9117
O 0.6137 -0.7990 2.3171
O -0.8393 -1.0485 0.6381
H -4.4238 -3.4625 2.7355
H -2.9969 -1.9698 1.3866
H 0.2378 -2.5705 4.1321
H -1.2024 -4.0904 5.4810
F 0.9235 2.2836 -5.7141
C 0.3893 2.2689 -4.5036
F -0.9159 2.5056 -4.5886
F 0.9567 3.2017 -3.7522
S 0.6729 0.6061 -3.7648
O -0.0944 -0.3155 -4.5366
O 2.0771 0.4307 -3.6137
O 0.0010 0.8544 -2.4056
```

Results of the Löwdin charge analysis, in e, for atoms 1 through 8:
1 W 2.0717
2 O 0.1183
3 N -0.3347
4 O 0.0971
5 C -0.0494
6 C 0.0957
7 C -0.1029
8 C 0.0468

***

This record from the Open Molecules 2025 dataset describes a cluster of 2 separate species, C6H9NO2 in total. The level of theory is ωB97M-V with the def2-TZVPD basis set.

Calculated values
Calculated total energy = -11949.7601 eV
HOMO energy = -9.6 eV
Structure (SMILES) = C=C(C)C#N.COC=O
Energy relative to the best compared isomer or geometry (same formula, charge and spin) = 343.3 kJ/mol
Max |F| = 4.03 eV/Å
Net charge = 0

```
18
C6H9NO2, DFT ωB97M-V with the def2-TZVPD basis set
C -0.7566 -0.9610 -1.8096
C -0.3770 1.4474 -1.5325
O -0.9385 0.2304 -1.0270
O -1.0410 2.3581 -1.9487
H 0.7027 1.3170 -1.6733
H -1.2527 -1.7651 -1.2649
H -1.2742 -0.8774 -2.7653
H 0.3106 -1.1483 -1.9531
C 1.6490 -0.2038 1.2324
C 0.1570 -0.0319 1.0890
C -0.6739 -0.9640 1.6039
C -0.1977 1.5029 1.2250
N -0.4251 2.6149 1.4636
H 2.1951 0.3346 0.4551
H 1.9785 0.1994 2.1939
H 1.9529 -1.2533 1.2388
H -1.7317 -0.9594 1.3700
H -0.2773 -1.8404 2.1028
```

Results of the natural (NBO) charge analysis, in e, for atoms 1 through 8:
1 C -0.2546
2 C 0.6625
3 O -0.5805
4 O -0.4874
5 H 0.1143
6 H 0.2075
7 H 0.1924
8 H 0.1765

***

This record from the Open Molecules 2025 dataset describes a structure of composition C49H73IrP2Si. The level of theory is ωB97M-V with the def2-TZVPD basis set.

Calculated values
Calculated total energy = -81283.3396 eV
HOMO energy = -14.0 eV
Max |F| = 0.15 eV/Å
Net charge = +2

```
126
C49H73IrP2Si, DFT ωB97M-V with the def2-TZVPD basis set
Ir -0.6270 -0.0467 0.5874
C -4.6947 0.2735 1.3016
C -3.4381 1.0717 1.5319
C -3.1896 2.2787 0.8665
C -4.2283 2.9453 0.0008
C -1.9973 2.9905 1.1111
C -1.8674 4.3635 0.4994
C -1.0642 2.5042 2.0366
C 0.1506 3.3095 2.4259
C -1.3872 1.3723 2.8294
C -0.6264 1.2286 4.1277
C -2.5661 0.6398 2.5597
C -3.0724 -0.4679 3.4542
H -4.4650 -0.7854 1.1703
H -5.2559 0.5951 0.4324
H -5.3627 0.3418 2.1626
H -4.6508 3.7977 0.5399
H -5.0582 2.3028 -0.2649
H -3.8029 3.3423 -0.9214
H -1.9143 4.3412 -0.5919
H -0.9577 4.8788 0.7854
H -2.7043 4.9840 0.8261
H -0.0795 3.9475 3.2839
H 0.5010 3.9543 1.6299
H 0.9835 2.6716 2.7205
H 0.4413 1.0697 3.9863
H -1.0060 0.4384 4.7597
H -0.7261 2.1599 4.6896
H -4.0114 -0.1581 3.9170
H -2.3935 -0.7307 4.2545
H -3.2857 -1.3772 2.8893
C -2.5456 -3.0282 0.1256
Si -0.9453 -2.1996 -0.3522
C -0.5639 -2.1073 -2.2013
C -0.5894 -3.2095 -3.0542
C 0.0388 -3.1571 -4.2899
C 0.7355 -2.0179 -4.6806
C 0.7531 -0.9022 -3.8598
C 0.0847 -0.9522 -2.6386
P -0.3018 0.4709 -1.6249
C -1.9809 1.0143 -2.2105
C -3.1832 0.2196 -1.6429
C -3.7308 -0.9416 -2.4730
C -3.9731 -0.5284 -3.9158
C -2.6597 -0.0399 -4.5035
C -2.1306 1.1764 -3.7465
C 0.9031 1.8366 -1.9597
C 0.8946 2.8345 -0.7998
C 1.9271 3.9484 -0.9583
C 1.7576 4.6765 -2.2854
C 1.8116 3.6777 -3.4321
C 0.7312 2.6063 -3.2810
C 0.5427 -3.2674 0.0556
C 0.6288 -4.6260 -0.2486
C 1.8594 -5.2640 -0.2565
C 3.0211 -4.5529 0.0293
C 2.9495 -3.2140 0.3735
C 1.7074 -2.5793 0.3845
P 1.4057 -0.9760 1.1422
C 1.3540 -1.3855 2.9488
C -0.0489 -1.7876 3.4340
C -0.3945 -3.2718 3.3742
C 0.6472 -4.0919 4.1192
C 1.9999 -3.8685 3.4611
C 2.4078 -2.3949 3.4734
C 2.8341 0.1427 0.8236
C 3.8993 0.2372 1.9443
C 5.2534 0.6984 1.3833
C 5.0644 1.6756 0.2307
C 4.4268 0.9577 -0.9685
C 3.5020 -0.1863 -0.5239
H -2.6956 -3.8981 -0.5220
H -3.4216 -2.3907 0.0132
H -2.5043 -3.3855 1.1564
H -1.0810 -4.1284 -2.7533
H 0.0105 -4.0183 -4.9448
H 1.2525 -1.9993 -5.6307
H 1.2797 -0.0111 -4.1763
H -2.0326 2.0174 -1.7645
H -3.9949 0.9433 -1.5524
H -2.9904 -0.1186 -0.6194
H -4.6563 -1.2831 -2.0025
H -3.0477 -1.7906 -2.4746
H -4.7233 0.2682 -3.9636
H -4.3663 -1.3698 -4.4868
H -2.7832 0.2479 -5.5488
H -1.9299 -0.8544 -4.4884
H -2.8414 1.9981 -3.8904
H -1.2054 1.4996 -4.2097
H 1.8629 1.3176 -1.9998
H 1.0364 2.3189 0.1488
H -0.1010 3.2815 -0.7553
H 2.9366 3.5280 -0.9098
H 1.8469 4.6438 -0.1198
H 2.5268 5.4403 -2.4000
H 0.7924 5.1954 -2.3039
H 2.7998 3.2063 -3.4679
H 1.6700 4.1793 -4.3901
H 0.7739 1.9360 -4.1387
H -0.2451 3.0986 -3.2965
H -0.2625 -5.1922 -0.4964
H 1.9210 -6.3178 -0.4956
H 3.9800 -5.0535 0.0094
H 3.8545 -2.6892 0.6524
H 1.5988 -0.4168 3.3977
H -0.8086 -1.2127 2.8989
H -0.1176 -1.4810 4.4809
H -0.4402 -3.6207 2.3396
H -1.3891 -3.4116 3.8053
H 0.3845 -5.1500 4.1021
H 0.6792 -3.7882 5.1709
H 1.9556 -4.2532 2.4406
H 2.7809 -4.4346 3.9718
H 3.3678 -2.2829 2.9727
H 2.5824 -2.1049 4.5152
H 2.3720 1.1288 0.7471
H 4.0358 -0.7083 2.4642
H 3.5541 0.9545 2.6931
H 5.8257 -0.1639 1.0299
H 5.8380 1.1422 2.1887
H 6.0176 2.1150 -0.0611
H 4.4321 2.5078 0.5602
H 5.2028 0.5457 -1.6156
H 3.8761 1.6776 -1.5760
H 4.0890 -1.0955 -0.4059
H 2.7649 -0.4267 -1.2958
```

Results of the Löwdin charge analysis, in e, for atoms 1 through 8:
1 Ir 0.6997
2 C -0.0222
3 C -0.1983
4 C -0.1766
5 C -0.0232
6 C -0.1791
7 C -0.0238
8 C -0.2096

***

Repeat the second record exactly.
This record from the Open Molecules 2025 dataset describes a cluster of 2 separate species, C6H9NO2 in total. The level of theory is ωB97M-V with the def2-TZVPD basis set.

Calculated values
Calculated total energy = -11949.7601 eV
HOMO energy = -9.6 eV
Structure (SMILES) = C=C(C)C#N.COC=O
Energy relative to the best compared isomer or geometry (same formula, charge and spin) = 343.3 kJ/mol
Max |F| = 4.03 eV/Å
Net charge = 0

```
18
C6H9NO2, DFT ωB97M-V with the def2-TZVPD basis set
C -0.7566 -0.9610 -1.8096
C -0.3770 1.4474 -1.5325
O -0.9385 0.2304 -1.0270
O -1.0410 2.3581 -1.9487
H 0.7027 1.3170 -1.6733
H -1.2527 -1.7651 -1.2649
H -1.2742 -0.8774 -2.7653
H 0.3106 -1.1483 -1.9531
C 1.6490 -0.2038 1.2324
C 0.1570 -0.0319 1.0890
C -0.6739 -0.9640 1.6039
C -0.1977 1.5029 1.2250
N -0.4251 2.6149 1.4636
H 2.1951 0.3346 0.4551
H 1.9785 0.1994 2.1939
H 1.9529 -1.2533 1.2388
H -1.7317 -0.9594 1.3700
H -0.2773 -1.8404 2.1028
```

Results of the natural (NBO) charge analysis, in e, for atoms 1 through 8:
1 C -0.2546
2 C 0.6625
3 O -0.5805
4 O -0.4874
5 H 0.1143
6 H 0.2075
7 H 0.1924
8 H 0.1765

***

> Number 3 is which compound?

C49H73IrP2Si

***

> The lowest calculated total energy belongs to which entry?

C32H24ClF3N5O16P2S2W